1.
Computed, not measured: a molecular structure, C15H11Cl2EuNNdO3S, with ωB97M-V with the def2-TZVPD basis set.

ORCA input file:
```
! wB97M-V def2-TZVPD RIJCOSX def2/J DEFGRID3
* xyz 4 10
Nd 3.59053 -3.49887 -2.57500
Eu 0.99563 -2.23591 -1.13753
Cl 2.74649 -0.89652 -2.87410
Cl 3.07241 -3.75682 0.09521
C -0.21554 -3.46439 0.58631
C 3.16995 -3.67143 -4.96755
C 3.62015 -5.88879 -2.79365
O -0.86787 -3.96906 1.39851
O 3.15392 -3.64146 -6.10353
O 3.83771 -7.02299 -2.82221
N 0.32651 -0.06817 -0.81525
S -1.18953 0.06282 -0.15896
C -0.73410 0.11820 1.58105
C -1.38457 -0.74586 2.45485
C -1.04057 -0.72133 3.80990
C -0.01037 0.13680 4.23913
C 0.67505 0.95156 3.33315
C 0.32163 0.93339 1.97875
C -1.51251 1.75752 -0.61290
C -1.95216 2.63612 0.37417
C -2.19309 3.96900 0.03126
C -2.00733 4.38768 -1.29280
C -1.57430 3.48645 -2.27894
C -1.32505 2.15495 -1.93681
H 0.86789 0.80202 -0.93654
H -2.15965 -1.40461 2.07019
H -1.56828 -1.34622 4.51343
H 0.25410 0.17172 5.29272
H 1.47326 1.61854 3.65971
H 0.85042 1.53569 1.24812
H -2.07374 2.27899 1.38845
H -2.52236 4.65560 0.79888
H -2.21049 5.42094 -1.55930
H -1.43680 3.81228 -3.30560
H -0.97733 1.44214 -2.68312
*
```

Results
HOMO-LUMO gap (alpha / beta) (Ha): 0.166 / 0.146
E_HOMO (alpha / beta) (eV): -20.45 / -20.07
Energy above the lowest of the compared OMol25 structures with the same formula, charge and spin (kJ/mol): 0.0
LUMO energy (alpha / beta) (eV): -15.9 / -16.1
Energy (hartree): -3447.2675


2.
Computed, not measured: 7 unconnected molecules or ions with the total composition C26H72N5O10, with ωB97M-V with the def2-TZVPD basis set.

ORCA input file:
```
! wB97M-V def2-TZVPD RIJCOSX def2/J DEFGRID3
* xyz 1 1
N 0.28862 -0.69415 -0.94441
H 0.45439 0.03853 -0.34519
H 0.89782 -1.43367 -0.69886
H 0.26225 -0.45469 -1.95263
H -0.59261 -1.11495 -0.83794
C 3.47673 -1.26369 -2.93560
O 2.14191 -1.70099 -3.12468
H 3.69070 -0.80988 -2.01730
H 3.31153 -0.38862 -3.57705
H 4.04891 -2.03380 -3.51071
H 2.24680 -2.10297 -4.03145
C -0.15471 -4.42755 -2.48503
O -0.24594 -3.75327 -1.27504
H 0.07844 -3.76037 -3.22848
H -0.92739 -5.07850 -2.59519
H 0.66473 -5.07792 -2.59634
H -0.72205 -4.29043 -0.70815
C 2.29537 -2.80323 1.44754
O 1.60509 -1.57068 1.59788
C 2.25067 -0.51619 2.30223
C 3.13283 0.25767 1.39555
N 3.65646 1.47181 2.06588
C 4.52077 2.27662 1.21455
C 5.20444 3.42902 1.93124
O 6.06430 4.00177 1.11707
C 6.99452 4.90125 1.84162
H 3.20468 -2.54591 0.99925
H 1.57053 -3.34060 0.83334
H 2.49017 -3.31689 2.47173
H 2.67100 -0.97673 3.10330
H 1.56404 0.05658 2.65687
H 2.46059 0.40026 0.50688
H 4.16594 -0.26313 1.24090
H 3.96701 1.27481 3.01711
H 4.01030 2.67781 0.26971
H 5.15720 1.54671 0.94418
H 5.63387 2.91917 2.78337
H 4.37075 4.05741 2.26795
H 7.86428 4.38090 2.13792
H 6.54199 5.53673 2.59601
H 7.43859 5.65770 1.24306
C -3.20707 0.04793 0.94411
O -1.73672 0.22407 1.06501
C -1.31603 0.55741 2.24982
C -1.25111 -0.74947 3.17239
N -0.44578 -0.42283 4.35070
C -0.05397 -1.71891 4.89942
C 0.60142 -1.54578 6.21528
O 0.80527 -2.87432 6.84531
C 1.43999 -2.72441 8.18263
H -3.66559 -0.74731 1.36497
H -3.64690 -0.04781 -0.01525
H -3.71657 0.96327 1.35052
H -2.08578 1.24204 2.71001
H -0.34381 1.08310 2.21313
H -0.79995 -1.52151 2.44241
H -2.18424 -1.17713 3.40286
H -1.06540 0.07795 5.03934
H 0.83993 -2.20669 4.31818
H -0.83606 -2.20250 5.17731
H 0.06133 -1.09931 6.89815
H 1.58412 -1.00734 6.09297
H 2.55605 -2.67939 8.16719
H 1.21417 -3.70484 8.75445
H 0.86299 -2.14196 8.89236
C 4.25371 4.62755 -3.84508
O 3.71876 3.53324 -3.17612
C 2.40916 3.78596 -2.77433
C 2.00548 2.40010 -2.26077
N 0.70161 2.31596 -1.53320
C -0.45242 2.83491 -2.19200
C -1.68178 2.47501 -1.48416
O -2.88128 3.01546 -2.09851
C -4.13925 2.53402 -1.57970
H 3.69230 4.95737 -4.73149
H 5.22394 4.29249 -4.29505
H 4.14381 5.51742 -3.34829
H 1.61972 4.40266 -3.57415
H 2.20404 4.83804 -2.19787
H 2.81960 2.03518 -1.80114
H 1.78860 1.67661 -3.02374
H 0.60857 2.68486 -0.57874
H -0.69039 2.50973 -3.25809
H -0.19815 3.93902 -2.39175
H -1.60189 2.66163 -0.45989
H -1.80481 1.36156 -1.44714
H -4.29799 1.69026 -2.02070
H -4.89278 3.27916 -1.74478
H -3.89119 2.31817 -0.57705
C -0.96598 -0.24319 -4.91801
O -1.50903 -0.92041 -3.74431
C -2.85805 -0.81864 -3.71085
C -3.36095 -1.90282 -2.76795
N -4.72319 -1.81131 -2.50433
C -5.11513 -2.57887 -1.28611
C -6.61199 -2.22903 -0.95385
O -6.88414 -2.98015 0.26294
C -8.36907 -2.85458 0.56353
H -1.32964 -0.91154 -5.77418
H 0.07472 -0.46762 -4.85769
H -1.16462 0.84981 -5.08783
H -3.31043 -0.91383 -4.75992
H -3.11791 0.28178 -3.19400
H -2.87586 -1.82902 -1.79655
H -3.09505 -2.71882 -3.06847
H -5.13291 -2.22536 -3.37154
H -4.33770 -2.16312 -0.45832
H -4.96072 -3.58251 -1.42047
H -7.38653 -2.71591 -1.73517
H -6.75523 -1.15203 -1.04926
H -8.95359 -3.20363 -0.30132
H -8.82465 -1.95891 0.90070
H -8.45552 -3.42685 1.57233
*
```

Results
HOMO-LUMO gap (Ha): 0.327
E_HOMO (eV): -10.62
Energy above the lowest of the compared OMol25 structures with the same formula, charge and spin (kJ/mol): 0.0
LUMO energy (eV): -1.7
Energy (hartree): -2059.1100


3.
Computed, not measured: C3H7NO2 in the gas phase, with ωB97M-V with the def2-TZVPD basis set.

ORCA input file:
```
! wB97M-V def2-TZVPD RIJCOSX def2/J DEFGRID3
* xyz 0 1
C -1.45192 -0.40944 0.75315
C -0.50840 -1.10262 -0.22708
O -0.69334 -2.22942 -0.61217
N 0.67799 -0.44397 -0.49526
C 0.84273 0.97058 -0.54651
O 1.99565 1.40276 0.20875
H -2.12883 -1.21964 0.99890
H -1.97572 0.40241 0.25413
H -0.94409 -0.10302 1.66115
H 1.26025 -0.88518 -1.19829
H -0.00938 1.51766 -0.15211
H 0.98548 1.36058 -1.55281
H 1.94956 0.73929 0.90813
*
```

Results
SMILES: CC(=O)NCO
HOMO-LUMO gap (Ha): 0.401
E_HOMO (eV): -10.15
Energy above the lowest of the compared OMol25 structures with the same formula, charge and spin (kJ/mol): 91.3
LUMO energy (eV): 0.8
Energy (hartree): -323.7462


4.
Computed, not measured: C15H26N2O3 in the gas phase, with ωB97M-V with the def2-TZVPD basis set.

ORCA input file:
```
! wB97M-V def2-TZVPD RIJCOSX def2/J DEFGRID3
* xyz 0 1
C -6.66916 -1.88420 0.09907
C -5.86231 -0.90642 0.93729
O -5.13621 -0.06342 0.07261
C -4.35130 0.89092 0.74568
C -3.68050 1.80097 -0.28036
C -2.84967 1.01710 -1.30014
N -1.74948 0.30472 -0.69121
C -0.47713 0.74741 -0.73615
O -0.14333 1.76347 -1.30748
C 0.50956 -0.18110 -0.02827
C 0.67750 -1.51173 -0.77192
C 2.15566 -1.85161 -0.61412
O 2.66954 -2.92425 -0.84316
N 2.79187 -0.74565 -0.18138
C 4.22258 -0.70616 0.01079
C 4.93076 0.26674 -0.95738
C 5.91892 1.05203 -0.09582
C 5.21547 1.14745 1.25439
C 4.62519 -0.25028 1.42935
C 1.92867 0.40008 -0.00610
H -6.00409 -2.47858 -0.52124
H -7.24059 -2.54401 0.74553
H -7.34962 -1.33909 -0.54877
H -6.53043 -0.30383 1.57339
H -5.16915 -1.44981 1.60107
H -4.98200 1.49353 1.41885
H -3.59513 0.38524 1.36998
H -3.04402 2.51513 0.24325
H -4.45214 2.34840 -0.82122
H -3.49597 0.30274 -1.81386
H -2.41457 1.71071 -2.02254
H -1.96816 -0.54065 -0.19058
H 0.15631 -0.36361 0.99114
H 0.05460 -2.31805 -0.38862
H 0.47400 -1.39983 -1.83951
H 4.54700 -1.73575 -0.16712
H 4.19905 0.94629 -1.39354
H 5.42130 -0.26415 -1.77092
H 6.84909 0.49246 0.01325
H 6.15152 2.02771 -0.51945
H 4.42330 1.89628 1.20585
H 5.89330 1.41565 2.06348
H 5.38833 -0.92332 1.82033
H 3.77914 -0.27368 2.11460
H 2.14886 0.91613 0.93042
H 2.03342 1.11804 -0.82950
*
```

Results
SMILES: CCOCCCNC(=O)[C@H]1CC(=O)N(C2CCCC2)C1
HOMO-LUMO gap (Ha): 0.349
E_HOMO (eV): -8.95
Energy above the lowest of the compared OMol25 structures with the same formula, charge and spin (kJ/mol): 21.8
LUMO energy (eV): 0.5
Energy (hartree): -922.4366


5.
Computed, not measured: 11 unconnected molecules or ions with the total composition C31H84O11, with ωB97M-V with the def2-TZVPD basis set.

ORCA input file:
```
! wB97M-V def2-TZVPD RIJCOSX def2/J DEFGRID3
* xyz 0 1
C 4.31465 1.82268 -1.03915
C 4.85759 2.08801 -2.43968
C 4.27278 1.05886 -3.39686
O 4.32487 3.32858 -2.82738
H 4.58383 0.82501 -0.69230
H 3.24509 1.95886 -0.87918
H 4.79660 2.58932 -0.43245
H 5.94524 2.15267 -2.47046
H 4.68634 0.05612 -3.28929
H 4.61653 1.21548 -4.41931
H 3.18486 0.99244 -3.40797
H 3.41412 3.27007 -3.12523
C 1.06294 -5.47338 2.17893
C 1.28089 -3.95933 2.03844
C 2.65215 -3.37792 1.86924
O 0.49530 -3.49734 0.90472
H 1.84900 -5.90753 2.79678
H 1.05222 -6.06632 1.26439
H 0.10102 -5.59904 2.67595
H 0.80328 -3.42462 2.85946
H 3.25277 -3.48488 2.77253
H 2.65145 -2.30202 1.69449
H 3.10685 -3.98267 1.08462
H 0.55523 -4.18983 0.24256
C 4.84590 -3.45100 -3.70485
C 3.82529 -3.71016 -2.51709
C 3.33308 -2.51047 -1.74028
O 2.68328 -4.31226 -2.98332
H 4.85932 -4.30418 -4.38309
H 5.84859 -3.27309 -3.31619
H 4.48022 -2.58053 -4.24954
H 4.34201 -4.47445 -1.93661
H 4.18828 -1.93967 -1.37844
H 2.64012 -2.78286 -0.94422
H 2.73565 -1.86101 -2.38009
H 2.41344 -3.84005 -3.77439
C 0.17977 -0.32119 -1.01927
C 0.19014 -0.00267 0.43535
C -0.61286 1.26248 0.67000
O -0.52015 -1.03169 1.02745
H -0.75424 -0.10859 -1.53939
H 0.43807 -1.36743 -1.18287
H 0.92341 0.27836 -1.54428
H 1.17665 0.07791 0.89187
H -0.43450 1.52755 1.71213
H -1.66947 1.14749 0.42820
H -0.21334 2.08385 0.07517
H -0.06427 -1.85382 0.83284
C -3.37291 3.60968 -3.25445
C -2.10405 2.88550 -2.96593
C -1.83620 1.77746 -4.00031
O -1.05102 3.76666 -2.97073
H -3.51505 4.45669 -2.58327
H -4.20484 2.90586 -3.22960
H -3.45313 4.07156 -4.23849
H -2.09954 2.43809 -1.97200
H -2.65758 1.06116 -3.98170
H -0.87806 1.33072 -3.73479
H -1.77019 2.19714 -5.00411
H -1.13893 4.34439 -2.20908
C -0.18293 -2.69925 -4.18389
C 0.71012 -2.09798 -5.29150
C 0.99962 -0.54469 -5.13240
O 1.96216 -2.71959 -5.33543
H 0.06411 -2.36137 -3.17745
H -0.26501 -3.78444 -4.12277
H -1.17022 -2.31636 -4.44225
H 0.20472 -2.26716 -6.24232
H 1.33300 -0.21810 -4.14737
H 0.09598 0.05059 -5.26354
H 1.71599 -0.17550 -5.86631
H 2.36059 -2.40613 -6.15066
C -2.88877 4.69807 0.62110
C -2.06095 5.15528 1.81189
C -2.15910 4.21235 3.03016
O -0.69716 5.32603 1.43300
H -3.94301 4.60938 0.88340
H -2.64258 3.68789 0.29395
H -2.76304 5.38289 -0.21753
H -2.46013 6.12626 2.10507
H -1.74370 4.69036 3.91732
H -1.51507 3.34193 2.90486
H -3.18573 3.91949 3.25008
H -0.20038 5.26129 2.25192
C 1.24301 -0.63909 4.53450
C 0.53374 -1.19240 5.76908
C -0.03111 -2.57138 5.60927
O 1.49826 -1.21326 6.73623
H 2.04355 0.05054 4.80215
H 0.54360 -0.23164 3.80449
H 1.75229 -1.45170 4.01642
H -0.23224 -0.55006 6.20357
H -0.76002 -2.56943 4.79884
H -0.64006 -2.95531 6.42773
H 0.67055 -3.37998 5.40448
H 2.15352 -1.80913 6.36586
C -3.66056 -2.57977 -0.30204
C -3.91581 -2.30263 1.15796
C -3.40813 -3.44765 1.97475
O -3.28304 -1.11732 1.58224
H -2.58496 -2.67949 -0.44777
H -4.04173 -1.81516 -0.97894
H -4.09522 -3.51684 -0.64999
H -4.98382 -2.23446 1.36487
H -3.85922 -4.34654 1.55450
H -3.80481 -3.33966 2.98425
H -2.32691 -3.58370 1.99801
H -2.35364 -1.17210 1.34810
C -6.75109 1.11197 1.41956
C -5.42049 1.67104 0.94234
O -4.69160 0.72898 0.19057
H -7.39656 0.86545 0.57654
H -7.26447 1.81019 2.08064
H -6.60728 0.24947 2.07034
H -4.83457 2.00517 1.79858
H -5.57086 2.60240 0.39639
H -4.27491 0.08305 0.76569
C 1.87450 3.16169 2.95337
C 2.13715 4.55289 3.47521
O 0.91463 5.20382 3.61661
H 1.42555 3.23836 1.96308
H 1.21053 2.49017 3.49772
H 2.78199 2.58039 2.79011
H 2.83127 5.14220 2.87603
H 2.67936 4.57622 4.42050
H 1.07202 6.11294 3.88183
*
```

Results
SMILES: CC(C)O.CC(C)O.CC(C)O.CC(C)O.CC(C)O.CC(C)O.CC(C)O.CC(C)O.CC(C)O.CCO.CCO
HOMO-LUMO gap (Ha): 0.369
E_HOMO (eV): -9.55
Energy above the lowest of the compared OMol25 structures with the same formula, charge and spin (kJ/mol): 201.3
LUMO energy (eV): 0.5
Energy (hartree): -2059.0584